The following is a quantum chemistry calculation of a molecular structure, C42H33N8O2PRu, from the OMol25 dataset.

Geometry (Å):
Ru -0.68820 -0.69431 0.35996
P -1.43104 1.17922 -0.42201
O 4.67059 -0.65189 4.79323
O 4.71100 -1.47740 -4.19016
N 0.71814 -0.91077 -1.18643
N -2.58267 0.63082 4.43780
N -6.04064 1.92835 1.96487
N 4.30977 -0.44172 2.18847
N 2.45025 -1.35512 0.33325
N 0.75346 -0.14944 1.64798
N 5.76609 -2.31235 1.75849
N -2.47106 -1.26866 1.45363
C 2.45379 -0.75264 3.86378
C 0.26088 -0.87457 -2.44763
C -5.07699 -2.17131 -2.27822
C 0.51561 2.97373 -4.19183
C 4.21736 0.77940 1.33505
C -2.22742 3.69233 2.69124
C -5.13319 1.23755 2.11648
C -1.33632 1.90516 -3.09488
C 4.63408 -1.61671 1.34318
C -3.89751 -2.59467 -1.61738
C -0.66001 1.95485 -1.87831
C 1.03322 -0.65130 4.01798
C 3.70420 -1.97177 0.45570
C 0.60325 2.54007 -1.83228
C 0.30842 -0.30264 2.92645
C -1.60402 -3.15078 0.01681
C -5.53048 -0.51133 -0.52017
C -5.85240 -1.17211 -1.73216
C -2.94382 -3.58937 -2.00141
C 2.91715 -1.19317 -2.05681
C 2.44794 -1.09952 -3.35276
C -4.38615 -0.90489 0.12936
C -3.64111 -0.52693 1.35731
C 2.92212 -0.62819 2.61730
C 1.19432 3.03921 -2.98078
C -2.82546 3.51739 -0.01567
C 3.39880 -1.08304 -4.52431
C -2.51986 -2.19336 0.40332
C 3.30238 -0.92712 5.08708
C 2.02202 -1.13696 -0.98825
C -3.62733 -1.93248 -0.43499
C -1.69009 2.66309 1.93134
C -4.00523 0.38869 2.30304
C -3.35846 4.54067 0.74568
C 1.07553 -0.97632 -3.54945
C 2.14570 -0.29330 1.38989
C -0.75431 2.42029 -4.24513
C -3.06496 4.62542 2.10196
C 2.98035 0.90467 0.88794
C -3.22778 0.52093 3.49114
C -1.85065 -3.83686 -1.21334
C -1.99393 2.56315 0.57845
H -1.99986 3.74907 3.74706
H 3.97938 -1.27642 -1.88428
H 6.64372 -1.83849 1.58367
H -3.06442 3.44989 -1.07050
H 3.18336 -1.95219 5.45253
H 2.98661 -1.68609 -5.33876
H 2.17542 3.49396 -2.93222
H 5.80215 -3.26013 1.41298
H 0.55607 -0.74848 4.98006
H -1.29222 2.38573 -5.18331
H -3.49662 5.41839 2.69742
H 5.11938 1.33309 1.13696
H 2.93474 -0.24604 5.85896
H 3.87940 -2.81896 -0.19309
H -1.04106 1.93411 2.39302
H -6.17109 0.27480 -0.14558
H -4.01500 5.26636 0.28526
H 1.10779 2.62601 -0.87965
H 4.92356 -0.39352 3.01508
H -0.80926 -0.75807 -2.55268
H 0.97047 3.37019 -5.08985
H -2.31903 1.44934 -3.14310
H -0.75600 -0.15332 3.04181
H -6.74971 -0.86974 -2.25479
H 5.20765 -0.81133 5.57511
H -1.14961 -4.60271 -1.51904
H 4.78675 -2.43260 -4.27176
H 0.64631 -0.93688 -4.54081
H 2.63549 1.66220 0.20556
H -3.08905 -4.15414 -2.91288
H 3.46459 -0.05541 -4.89042
H -0.77257 -3.43864 0.65549
H -5.37266 -2.63194 -3.21210

Highest occupied orbital energy (spin up / spin down) ... -9.540 / -9.544 eV
F_max ... 0.71 eV Å⁻¹
Multiplicity ... 2
Frontier orbital gap (spin up / spin down) ... 6.5649 / 6.3203 eV
Expectation value of S² ... 0.7881
Net charge ... +1
Total energy ... -71967.1977 eV
ΔE to the lowest compared entry with this formula, charge and spin ... 2.0906 eV

Löwdin population analysis, charges in e, atoms 1 to 5: 0.97 1.00 -0.06 -0.04 -0.01



The following is a quantum chemistry calculation of a molecular structure, C42H33N8O7P2Se2V in a non-equilibrium geometry, from the OMol25 dataset.

Geometry (Å):
Se 0.85567 -1.17588 -5.42783
Se -1.08680 -0.15957 2.03009
V -1.54276 1.89139 0.59085
P 0.36050 -0.94842 0.64243
P 0.92079 -1.75909 -3.39762
O -3.31662 5.27501 -0.40573
O -0.44975 4.11198 2.66880
O -5.22453 6.13769 3.64349
O -0.15031 2.56911 1.12477
O 2.30329 2.59518 -0.18496
O -2.20984 3.32414 -0.49008
O -4.67305 6.56909 1.53741
N -0.38290 0.55272 -2.99549
N -6.04643 -1.38055 1.15396
N -3.07546 2.60876 3.21076
N -0.96090 1.35817 -2.16845
N -0.77373 0.92009 -0.92872
N -2.77157 2.72305 1.91651
N -5.80175 -0.27813 -0.84705
N -3.42733 0.86049 0.03674
C 0.31781 3.61371 1.88365
C 3.47989 5.39930 2.63740
C -5.33908 -0.52940 0.37982
C 0.20928 -0.47163 -2.31659
C 3.11998 -3.23076 -2.35930
C 1.71874 4.01773 1.72700
C -0.06210 -3.25243 -3.10237
C 5.30768 -2.25055 -2.15838
C 4.38139 4.80877 1.75277
C -2.07230 -4.34433 -2.36933
C -4.67269 5.82470 2.62467
C 2.62897 -2.01908 -2.83547
C -0.41307 -5.57994 -3.59740
C 3.49124 0.60133 2.73396
C 1.22242 -3.49721 -0.08078
C -3.93483 4.52347 2.55705
C -1.29091 -3.20258 -2.45237
C 4.46238 -3.34091 -2.02044
C 2.21898 0.20904 2.35339
C -0.93350 -4.78549 1.10914
C -3.76898 3.67193 3.63550
C 1.11867 -4.87522 -0.13989
C -1.62944 -5.53333 -2.92921
C 4.81815 -1.04178 -2.63882
C 3.11896 -0.71055 0.31070
C 2.03078 -0.44681 1.13939
C -0.02596 -0.22900 -0.96445
C 0.23838 -2.75657 0.56969
C -0.83728 -3.40505 1.17254
C 2.16556 5.00237 2.62350
C -4.15701 0.08301 0.82977
C 3.48238 -0.92500 -2.98239
C -2.94010 4.23293 0.08338
C -5.08528 0.52405 -1.61388
C 0.04024 -5.51940 0.44739
C 4.38940 -0.32964 0.70624
C 4.57573 0.32962 1.91314
C 0.36310 -4.43741 -3.70166
C -3.28080 3.88077 1.50050
C -3.88469 1.08663 -1.20391
C 3.96196 3.86182 0.84293
C 2.62678 3.47228 0.79278
H 3.80978 6.16137 3.32914
H 3.09302 0.00473 -3.38098
H -4.11009 3.79119 4.65055
H -5.73751 -1.65401 2.06673
H -4.20310 6.17183 0.76917
H -3.81552 -0.07753 1.84215
H -1.64521 -2.27365 -2.02356
H -3.03348 -4.30314 -1.87266
H -2.24497 -6.42155 -2.86642
H -0.04070 -6.59704 0.39414
H 1.44094 5.42338 3.30620
H 1.28526 -4.44671 -4.26970
H 1.88430 -5.45102 -0.64348
H -5.47959 0.73105 -2.60080
H -2.72554 1.83662 3.75180
H 3.63407 1.11750 3.67424
H 5.23300 -0.54977 0.06633
H 2.07312 -3.00266 -0.52848
H 4.65025 3.42050 0.13433
H 1.37661 0.41098 3.00167
H 2.98001 -1.18879 -0.64940
H 5.48064 -0.19484 -2.76125
H 5.56895 0.63788 2.21282
H 5.42115 5.10794 1.76630
H -1.58786 -2.83145 1.69716
H 4.84740 -4.28568 -1.65888
H -0.07821 -6.50090 -4.05630
H 6.35519 -2.34649 -1.90232
H 1.35279 2.51942 -0.27004
H 2.46346 -4.08454 -2.25399
H -3.29721 1.70853 -1.86150
H -1.76411 -5.28767 1.58692
H -6.89419 -1.77007 0.78055

Highest occupied orbital energy (spin up / spin down) ... -9.798 / -9.799 eV
F_max ... 3.40 eV Å⁻¹
Multiplicity ... 2
Frontier orbital gap (spin up / spin down) ... 4.8435 / 5.3934 eV
Expectation value of S² ... 0.7590
Net charge ... +1
Total energy ... -245298.8148 eV
ΔE to the lowest compared entry with this formula, charge and spin ... 1.0036 eV

Löwdin population analysis, charges in e, atoms 1 to 5: 0.32 0.65 0.83 0.79 0.51



The following is a quantum chemistry calculation of a molecular structure, C42H34BrClMgN2O2P2 in a non-equilibrium geometry, from the OMol25 dataset.

Geometry (Å):
Br -3.16866 6.45610 0.65967
Cl -4.87598 -6.60630 0.07031
P 0.51038 0.21745 -2.75923
P 0.76168 0.27931 2.68112
Mg -0.41181 0.38774 -0.08500
O -2.24745 -0.46298 0.33936
O -0.33377 -1.62190 0.24929
N -1.22205 2.39471 -0.13716
N 1.79857 1.12597 -0.11205
C 1.56301 -1.15413 3.52855
C 0.06454 2.34046 6.13782
C -1.65094 -1.59518 0.26734
C -2.52752 2.43781 0.18144
C -0.20896 1.17564 -4.15435
C -4.57132 -3.98082 0.46365
C -3.22115 3.61215 0.34931
C 2.32805 -2.47808 -5.26253
C 0.96231 -1.79018 4.62986
C 0.69966 -2.57577 -3.02100
C 2.59189 1.23153 -1.21178
C -0.75802 0.58075 -5.26501
C 1.82274 -1.29844 -4.75276
C 2.06189 1.54492 2.41216
C -2.43683 -2.86072 0.21570
C 2.10163 -3.68198 -4.60749
C 0.58574 1.39001 5.19681
C 2.64237 -3.47394 4.72293
C -2.42149 4.75839 0.24347
C -1.26536 2.66718 6.04862
C -0.11649 1.11706 4.03554
C 3.25153 -2.90107 3.61439
C -0.79781 3.38348 -4.97191
C -3.78455 -2.83041 0.61089
C -1.82329 -4.06792 -0.19839
C -3.92774 -5.20393 0.11782
C 2.72522 -1.76837 2.99781
C -0.56966 3.50820 -0.49317
C -1.47384 1.48156 3.97841
C -1.26720 2.72673 -6.15421
C -2.05025 2.13989 5.01905
C 3.83949 1.87879 0.53441
C 1.44529 -2.93775 5.19464
C -1.07684 4.75226 -0.20910
C -1.24893 1.36302 -6.26097
C 2.22107 0.93175 -2.58416
C 2.54805 1.52691 1.02823
C 1.04034 -1.33560 -3.59848
C -2.58329 -5.25076 -0.26038
C -0.38918 2.56007 -3.90865
C 3.89320 1.68100 -0.82591
C 1.28007 -3.75300 -3.47072
H -0.87875 -0.51050 -5.32610
H 0.87499 -3.34394 5.98488
H 3.03096 -2.46560 -6.04910
H -4.31233 3.58917 0.42988
H -0.01580 3.02466 -2.98292
H 4.50617 2.43852 1.19842
H 3.00740 0.35278 -3.15773
H 2.64287 -4.51651 -4.98308
H 4.16499 -3.31849 3.24348
H 4.69293 1.91670 -1.47210
H -1.45004 0.88680 -7.23509
H 3.31240 -1.33179 2.21853
H 3.05611 -4.33308 5.20637
H -4.28236 -1.91450 0.91701
H 0.77635 2.82779 6.84133
H 2.89990 1.22539 3.03252
H 0.06455 -1.35107 5.06889
H 2.04284 -0.32684 -5.20735
H -1.73168 3.40234 6.71537
H 0.43804 3.42428 -0.94162
H -3.11798 2.26889 4.99059
H -0.52635 5.67769 -0.44694
H -3.14282 1.50779 0.16250
H 1.71594 2.58095 2.73108
H 1.12585 -4.75783 -3.05224
H 0.01969 -2.67630 -2.13191
H -2.16336 -6.16955 -0.62206
H 2.31719 1.88996 -3.09348
H 1.56128 0.92881 5.36403
H -1.71324 3.32562 -6.97074
H -0.77988 -4.03384 -0.38331
H -5.63750 -3.95208 0.60430
H -0.79959 4.48854 -4.94017
H -2.00710 1.22366 3.06249

Highest occupied orbital energy ... -6.271 eV
F_max ... 4.31 eV Å⁻¹
Frontier orbital gap ... 5.9397 eV
Total energy ... -157770.5754 eV
ΔE to the lowest compared entry with this formula, charge and spin ... 0.0000 eV

Löwdin population analysis, charges in e, atoms 1 to 5: 0.75 0.71 1.10 1.08 0.56



The following is a quantum chemistry calculation of a molecular structure, C42H34BrN3O2PrS2Si in a non-equilibrium geometry, from the OMol25 dataset.

Geometry (Å):
Pr 0.52730 0.58586 0.20452
Br -2.28035 7.83116 1.10142
S 2.08847 -1.03225 -1.80363
S 2.26500 -1.61301 1.49695
Si 2.84298 2.38660 0.39896
O -0.39246 2.89411 0.18150
O -1.98936 1.40024 0.52220
N -0.66394 -1.65442 0.03165
N -0.37714 -0.47386 2.44981
N -0.58647 0.06799 -2.12037
C -1.58831 2.58301 0.44122
C -0.77248 0.49621 -4.45990
C 2.18493 5.73415 2.91058
C -0.37458 -1.81716 2.42246
C 5.01941 0.65225 3.56270
C -0.24205 0.16837 3.61393
C -3.92765 3.48271 0.74961
C -1.08073 -0.83106 -4.68923
C 4.26707 1.80988 1.55977
C 1.51478 6.35945 0.69688
C 6.63657 1.54435 2.03490
C 1.64081 6.67273 2.04529
C 5.83358 -2.80065 0.10453
C -0.13171 2.32958 -2.87730
C -0.22495 -2.55576 3.59397
C -0.55155 -3.84583 0.95589
C -0.21697 1.67003 3.55145
C -0.65807 -3.54993 -1.40721
C 3.57269 -1.93930 0.38145
C -0.07757 -1.89292 4.79415
C -2.56217 3.71564 0.66928
C 2.46604 4.15180 1.08209
C 3.50767 -1.67452 -1.00046
C 1.92256 5.11928 0.23062
C -4.31502 5.84114 1.03254
C -4.80004 4.54501 0.92944
C 5.77425 -2.52992 -1.25752
C -2.94799 6.05485 0.95785
C -1.10176 -1.70726 -3.62449
C -0.52325 -2.46084 1.09374
C -2.06050 5.01113 0.77738
C 4.00060 1.12575 2.74745
C 5.60875 2.01669 1.23095
C 4.74589 -2.50180 0.90381
C -0.53296 0.91214 -3.15663
C -0.71057 -2.17538 -1.19838
C 2.58843 4.49375 2.43035
C 6.34330 0.85654 3.20408
C 4.62672 -1.97287 -1.79114
C -0.59662 -4.38669 -0.31104
C -0.09716 -0.50741 4.81581
C -0.81311 -1.23849 -2.34593
H 0.89584 2.34383 -2.49741
H -0.47043 2.11287 4.51277
H -0.17871 2.93302 -3.78162
H 1.08810 7.08882 0.01646
H 3.69016 2.83307 -0.77721
H 4.77933 0.10261 4.46612
H 4.56143 -1.75308 -2.85002
H 6.72263 -3.23849 0.54444
H 6.61886 -2.74866 -1.90149
H -4.28632 2.46478 0.66694
H -0.76513 2.77843 -2.11715
H 7.14380 0.47269 3.82638
H 0.77742 2.02963 3.26315
H 2.29377 5.97396 3.96286
H -0.62971 -3.96601 -2.40139
H 0.02282 0.03903 5.74084
H 7.66951 1.70696 1.74691
H 5.84448 2.55612 0.31996
H -1.33187 -2.74764 -3.79246
H 3.01708 3.77149 3.12016
H 2.97432 0.93933 3.03954
H -4.99235 6.67311 1.16938
H -0.17977 -3.63293 3.57208
H -0.99092 5.16940 0.71745
H -0.70036 1.20118 -5.27606
H 1.81237 4.88301 -0.82444
H -0.93051 2.01550 2.80600
H -1.28163 -1.18327 -5.69306
H 0.06792 -2.45109 5.71018
H 4.77760 -2.69496 1.96942
H -0.49734 -4.49328 1.81659
H -5.86711 4.37280 0.99246
H 1.31394 7.63713 2.41611
H -0.56624 -5.46018 -0.44557

Highest occupied orbital energy (spin up / spin down) ... -3.547 / -3.566 eV
F_max ... 1.60 eV Å⁻¹
Multiplicity ... 3
Frontier orbital gap (spin up / spin down) ... 5.4282 / 5.4511 eV
Expectation value of S² ... 2.0027
Net charge ... -1
Total energy ... -166337.2349 eV
ΔE to the lowest compared entry with this formula, charge and spin ... 0.6178 eV

Löwdin population analysis, charges in e, atoms 1 to 5: 0.70 0.71 0.65 0.69 0.63



The following is a quantum chemistry calculation of C42H34F6N2O2S in the gas phase in a non-equilibrium geometry, from the OMol25 dataset.

Geometry (Å):
S 1.03182 -6.54925 1.19325
F 5.72894 -0.24979 2.10228
F 5.31812 -1.81564 3.60534
F -4.98653 -2.61427 -5.21952
F 4.27790 -1.85361 1.67123
F -3.38611 -2.52988 -3.69246
F -4.48068 -0.69650 -4.23722
O 1.04543 -6.23364 2.60474
O 0.86723 -7.92705 0.78476
N 2.69954 -1.11189 3.94598
N -5.05622 -1.65775 -1.70047
C 3.34411 -4.99256 0.98295
C -3.21626 -4.36744 -0.01467
C -4.63158 -2.05269 -4.03523
C 1.80487 0.10981 5.86439
C -0.33310 -5.39564 0.31948
C 2.68895 -6.14135 0.53895
C 3.57714 -1.25953 7.54694
C 1.78411 -1.89985 3.28458
C -2.60355 -8.37498 -0.36953
C -4.10254 -3.73523 -0.86977
C 2.75653 -0.24933 8.06067
C -7.05859 1.93907 -0.87773
C -4.15932 -2.32681 -0.89501
C 3.51236 -1.59388 6.19672
C 1.87132 0.43110 7.21562
C 1.14528 -2.93728 3.99569
C -3.30770 -1.61449 -0.03195
C -1.45282 -6.26758 -1.79817
C 0.24853 -3.76897 3.34377
C -1.19159 -6.40465 -0.42652
C -5.67468 -0.45002 -1.30479
C 2.62589 -0.90844 5.34818
C -0.01579 -3.59619 1.98413
C 3.32886 -7.05226 -0.30153
C -2.84667 -8.25053 -1.74025
C -5.69726 1.96810 -1.19061
C -1.80787 -7.44067 0.29226
C -5.59722 -2.29119 -2.91029
C 3.60639 -0.21908 3.21667
C -2.18067 -3.67324 0.62625
C -7.72590 0.71355 -0.75758
C 0.64098 -2.59697 1.26977
C -2.29875 -7.17637 -2.44645
C 5.28755 -5.62820 -0.31415
C 4.74603 -1.00507 2.65311
C -1.03534 -4.48381 1.26777
C -2.33932 -2.27620 0.71590
C 1.49667 -1.71454 1.91821
C -7.04670 -0.47457 -0.99628
C -4.98951 0.77783 -1.36928
C 4.63253 -6.78959 -0.73172
C 4.63799 -4.72517 0.53113
H 1.22865 1.21967 7.60732
H 2.83950 -4.33448 1.68634
H -5.73413 -3.36664 -2.77906
H -1.71957 -1.67624 1.37975
H -3.91876 0.77418 -1.58159
H -5.17315 2.91848 -1.30077
H -2.50944 -7.04029 -3.51110
H 0.44681 -2.47647 0.20346
H -7.60903 2.86989 -0.73406
H 5.13704 -3.81693 0.85840
H -1.51658 -5.11951 2.03138
H -7.54615 -1.44592 -0.93434
H -0.26319 -4.54981 3.90443
H 4.13909 -2.37413 5.76410
H -6.52777 -1.77859 -3.15842
H -8.78031 0.67505 -0.48976
H 4.27430 -1.79108 8.19539
H 2.81313 -7.96246 -0.59438
H -3.46006 -8.98966 -2.25812
H 5.13660 -7.50481 -1.37996
H -0.98617 -5.44074 -2.34419
H 0.34583 -4.84692 -0.35654
H -1.67392 -7.52270 1.37280
H 2.80838 0.01293 9.11999
H 3.08588 0.27957 2.39284
H 6.31073 -5.42658 -0.63261
H 1.12695 0.62755 5.18172
H 1.92345 -0.87258 1.38269
H -3.01500 -9.20807 0.20193
H 4.00427 0.49016 3.94572
H -4.77343 -4.32097 -1.49691
H -3.31111 -5.44473 0.12465
H -3.38976 -0.52870 0.01159
H 1.38272 -3.09550 5.04973

Highest occupied orbital energy ... -7.813 eV
F_max ... 2.87 eV Å⁻¹
SMILES string ... O=S(=O)(c1ccccc1)[C@@H](c1ccccc1)C(c1ccc(N(CC(F)(F)F)c2ccccc2)cc1)c1ccc(N(CC(F)(F)F)c2ccccc2)cc1
Frontier orbital gap ... 8.4030 eV
Total energy ... -78321.1087 eV
ΔE to the lowest compared entry with this formula, charge and spin ... 0.0000 eV

Löwdin population analysis, charges in e, atoms 1 to 5: 0.79 0.13 0.11 0.13 0.09